1.
# C50H53IN3O3PRh

C50H53IN3O3PRh as an isolated structure (the ωB97M-V functional and the def2-TZVPD basis, OMol25).

## Properties
E_LUMO (alpha / beta) = -4.57 / -4.57 eV
Net charge = +1
Gap between HOMO and LUMO (alpha / beta) = 4.48 / 4.47 eV

Last column: Mulliken charge in e.
Positions of all 112 atoms, in Å:
Rh1 0.90390 -0.50204 0.18229  1.45
I1 2.66938 -1.53735 -1.63835  0.15
C1 1.29598 -2.57239 -2.92467  0.21
C2 1.42850 -3.92779 -3.09043  -0.48
C3 0.80727 -4.57976 -4.16255  -1.06
C4 0.14092 -3.85029 -5.10607  -0.80
C5 -0.03784 -2.45961 -4.95431  0.87
C6 -0.68662 -1.70139 -5.94977  -0.93
C7 -0.83358 -0.34925 -5.80790  -1.17
C8 -0.46499 0.26408 -4.61060  -0.38
C9 0.13070 -0.44742 -3.58820  0.27
P1 0.13246 0.45273 -1.98421  2.06
C10 -1.60142 1.03212 -2.12647  0.40
C11 -2.05053 2.34259 -2.23330  -0.32
C12 -3.40826 2.60533 -2.33318  -0.53
C13 -4.32315 1.56676 -2.31781  -0.87
C14 -3.88157 0.25652 -2.22200  -0.45
C15 -2.53257 -0.00588 -2.13224  -0.95
C16 1.19563 1.86166 -2.38019  0.90
C17 1.03865 3.06892 -1.70607  -0.26
C18 1.80329 4.16367 -2.06316  -0.90
C19 2.75423 4.05162 -3.06726  -0.79
C20 2.97180 2.82788 -3.68231  -0.78
C21 2.19513 1.73574 -3.34053  -0.59
C22 0.46648 -1.81046 -3.78651  0.23
H1 2.06435 -4.48386 -2.41941  0.50
H2 0.92038 -5.64602 -4.26942  0.46
H3 -0.23841 -4.32578 -5.99679  0.45
H4 -1.05883 -2.20084 -6.83226  0.45
H5 -1.27871 0.24528 -6.58948  0.45
H6 -0.68012 1.31524 -4.47308  0.48
H7 -1.35300 3.16610 -2.26832  0.52
H8 -3.74651 3.62865 -2.42983  0.51
H9 -5.37811 1.77401 -2.39619  0.43
H10 -4.58790 -0.55820 -2.23272  0.50
H11 -2.18345 -1.02793 -2.08132  0.33
H12 0.32357 3.13626 -0.90010  -0.17
H13 1.65585 5.11080 -1.56441  0.46
H14 3.33082 4.91881 -3.35704  0.42
H15 3.73482 2.72470 -4.44153  0.48
H16 2.36135 0.78672 -3.82943  0.41
C23 0.37279 -2.39758 4.25703  -1.49
C24 0.93419 -2.61115 2.87662  0.43
O1 0.51766 -1.99107 1.90525  -0.22
N1 1.86283 -3.57763 2.77509  -0.11
C25 2.65112 -3.74099 1.56930  -0.18
C26 3.81646 -2.77742 1.59482  0.50
C27 5.12500 -3.20357 1.41088  -1.02
C28 6.14836 -2.27519 1.52941  -0.50
C29 5.82722 -0.97422 1.87130  -0.77
C30 4.48935 -0.64956 2.04586  -0.40
N2 3.50829 -1.51885 1.89423  0.36
H17 -0.59659 -1.91529 4.17814  0.27
H18 1.04326 -1.74783 4.81603  0.35
H19 0.26909 -3.33611 4.79182  0.42
H20 2.25991 -3.95250 3.62267  0.28
H21 1.99491 -3.52046 0.72011  -0.43
H22 2.99990 -4.77237 1.49616  0.42
H23 5.34256 -4.23692 1.18226  0.46
H24 7.17627 -2.56944 1.36967  0.41
H25 6.59367 -0.22563 1.98403  0.47
H26 4.19453 0.35191 2.32358  0.58
C31 4.33438 2.43901 0.05807  -1.43
C32 3.62781 1.09143 -0.06679  -0.42
O2 4.24114 0.15241 -0.59226  -0.69
O3 2.45974 1.06912 0.38973  1.13
H27 5.34753 2.37008 -0.32544  0.33
H28 4.33849 2.74741 1.10095  0.30
H29 3.76440 3.16595 -0.51588  0.21
C33 -1.85531 -4.20247 -0.65724  -1.49
C34 -2.39052 -2.97111 0.00993  0.23
C35 -3.69939 -2.94198 0.50137  -1.20
C36 -4.22281 -1.79118 1.09111  0.39
C37 -5.64120 -1.75942 1.57301  -1.76
C38 -3.42247 -0.67934 1.25900  -0.20
C39 -2.05878 -0.69028 0.86291  0.91
C40 -1.61093 -1.85071 0.16720  0.45
N3 -1.12564 0.22960 1.08564  0.76
C41 -1.24143 1.37723 1.93305  1.07
C42 -2.15831 2.46493 1.33073  -0.01
C43 -2.13223 3.70862 2.21763  0.18
C44 -2.63608 3.35614 3.61534  -1.39
C45 -1.72481 2.29222 4.22641  0.35
C46 -0.30370 2.83725 4.34033  -1.54
C47 0.19147 3.20065 2.94249  0.43
C48 -0.71447 4.26454 2.32486  -1.32
C49 0.17022 1.96043 2.06096  -2.09
C50 -1.73888 1.03676 3.35613  -0.92
H30 -2.66695 -4.88137 -0.90793  0.42
H31 -1.16322 -4.72128 0.00889  0.29
H32 -1.31785 -3.94379 -1.56882  0.12
H33 -4.32871 -3.81350 0.39022  0.37
H34 -6.20724 -2.60253 1.18708  0.42
H35 -6.13093 -0.83755 1.26537  0.37
H36 -5.66606 -1.80044 2.66275  0.30
H37 -3.87205 0.20558 1.67658  0.47
H38 -0.56334 -1.81356 -0.18775  0.16
H39 -3.18164 2.09955 1.23972  0.60
H40 -1.81099 2.70533 0.32429  -0.55
H41 -2.78971 4.46056 1.76809  0.35
H42 -3.66306 2.99019 3.56467  0.56
H43 -2.63499 4.24533 4.24677  0.58
H44 -2.09508 2.02871 5.22317  0.32
H45 0.35156 2.08483 4.78729  0.47
H46 -0.29035 3.71642 4.98757  0.58
H47 1.21477 3.58337 3.00350  0.40
H48 -0.34468 4.53842 1.33455  0.27
H49 -0.71361 5.16378 2.94391  0.59
H50 0.82884 1.19096 2.47339  0.50
H51 0.54149 2.21128 1.06705  -1.10
H52 -2.74664 0.62476 3.33207  0.62
H53 -1.07848 0.27961 3.78122  -0.14

---

2.
# C50H54HfN2OP2Si

C50H54HfN2OP2Si as an isolated structure (the ωB97M-V functional and the def2-TZVPD basis, OMol25).

## Properties
E_LUMO = 0.66 eV
Relative energy (zero: lowest compared OMol25 entry of this formula, charge and spin) = 1.4267 eV
Gap between HOMO and LUMO = 7.04 eV

Last column: Mulliken charge in e.
Positions of all 111 atoms, in Å:
Hf1 -14.89506 -4.98991 13.81147  1.65
C1 -19.11423 -2.73579 14.85810  -1.68
Si1 -18.30270 -4.15226 13.86689  0.40
C2 -17.73264 -3.37042 12.28398  -0.02
C3 -19.44122 -5.56407 13.62069  -1.11
N1 -16.94263 -4.90812 14.72596  0.70
C4 -17.15394 -5.43397 16.00344  0.30
C5 -18.24118 -5.11137 16.83410  -0.75
C6 -18.17309 -5.40846 18.23516  -1.01
C7 -17.27497 -6.32338 18.73199  -1.16
C8 -16.24259 -6.69641 17.86154  -0.29
C9 -16.15622 -6.23435 16.58540  -0.05
O1 -15.02930 -6.44446 15.75831  -0.11
C10 -14.38772 -7.69429 15.91479  -0.83
C11 -15.17438 -8.80035 16.05169  1.11
C12 -14.62085 -9.99480 16.26302  -0.87
C13 -13.21914 -10.07635 16.32898  -0.81
C14 -12.43571 -8.96189 16.09339  -1.08
C15 -13.02013 -7.70499 15.91672  -0.19
H1 -19.10716 -1.86745 14.31548  0.69
H2 -18.50831 -2.55837 15.74602  0.46
H3 -20.12509 -3.05378 15.29930  0.30
H4 -18.58393 -3.00428 11.69784  0.58
H5 -17.26181 -4.00885 11.55872  -0.55
H6 -17.01157 -2.51548 12.40466  0.15
H7 -20.07032 -5.29109 12.71290  0.02
H8 -20.10158 -5.76404 14.49088  0.45
H9 -18.98283 -6.53033 13.48257  0.44
H10 -19.11416 -4.51204 16.48986  0.10
H11 -18.95958 -4.99088 18.83357  0.45
H12 -17.15191 -6.57041 19.79410  0.32
H13 -15.42798 -7.26479 18.15445  0.66
H14 -16.27845 -8.78221 15.95973  0.31
H15 -15.18623 -10.89949 16.25743  0.45
H16 -12.73584 -11.01696 16.59331  0.39
H17 -11.36345 -9.03913 16.24062  0.45
H18 -12.49996 -6.84046 15.58774  0.57
C16 -14.30281 -3.75770 17.11919  -1.47
N2 -14.19811 -3.43300 15.67112  0.67
C17 -12.74334 -3.27558 15.45634  -0.94
C18 -15.01166 -2.22660 15.39358  -1.05
C19 -14.76958 -1.78337 13.98271  1.00
C20 -14.91844 -0.47050 13.59169  -0.96
C21 -14.70164 -0.16100 12.28666  -0.64
C22 -14.39492 -1.13069 11.35660  -0.60
C23 -14.29962 -2.45752 11.67602  -0.45
C24 -14.42207 -2.79343 13.04610  0.47
H19 -13.92415 -2.96601 17.75657  0.61
H20 -13.72843 -4.71335 17.29477  0.24
H21 -15.33162 -3.92790 17.37449  0.21
H22 -12.34288 -2.76189 16.31076  0.47
H23 -12.42731 -2.80181 14.50573  0.28
H24 -12.31025 -4.24261 15.25922  0.12
H25 -14.67416 -1.42038 16.07298  0.65
H26 -16.02334 -2.57332 15.54782  -0.18
H27 -15.03777 0.36382 14.28048  0.45
H28 -14.76278 0.85503 11.94838  0.41
H29 -14.27858 -0.75747 10.32655  0.32
H30 -14.10372 -3.20967 10.87695  0.40
C25 -13.30351 -6.18099 13.29807  -1.17
H31 -12.70966 -5.32313 12.86814  0.55
H32 -12.67823 -7.06778 13.11141  0.34
C26 -17.56553 -6.72660 11.06229  0.78
P1 -15.74708 -6.51126 11.54967  1.12
C27 -15.32187 -8.35803 11.57376  -0.85
C28 -14.69269 -9.04659 12.62171  0.76
C29 -14.42467 -10.39084 12.51453  -0.57
C30 -14.73183 -11.14269 11.38826  -1.13
C31 -15.55592 -10.53259 10.45087  -0.58
C32 -15.80863 -9.18788 10.50952  0.07
C33 -14.76242 -5.90910 10.10658  1.18
C34 -13.61317 -6.67240 9.88286  -1.07
C35 -12.79300 -6.42506 8.79426  -1.00
C36 -13.10976 -5.37262 7.85988  -0.80
C37 -14.24170 -4.68343 8.06700  -0.82
C38 -15.07152 -4.94797 9.17747  -0.03
P2 -18.16613 -6.08431 9.48320  0.07
C39 -18.40032 -7.59070 8.54580  0.16
C40 -17.58478 -7.75845 7.40200  -0.40
C41 -17.43308 -9.04974 6.85373  -0.85
C42 -18.26592 -10.04912 7.20858  -0.49
C43 -19.12221 -9.91758 8.28735  -0.90
C44 -19.12707 -8.71897 8.94339  0.18
C45 -19.97349 -5.83573 9.73515  1.64
C46 -20.76393 -6.39623 10.67738  -0.59
C47 -22.15394 -6.44615 10.58481  -1.03
C48 -22.75994 -5.82157 9.52171  -0.48
C49 -21.99427 -5.25886 8.51243  -0.52
C50 -20.66592 -5.20760 8.63072  -1.00
H33 -18.23009 -6.18576 11.73664  -2.50
H34 -17.77898 -7.75807 11.23882  1.40
H35 -14.46849 -8.50881 13.49648  0.13
H36 -13.70818 -10.77204 13.18619  0.44
H37 -14.42647 -12.16106 11.27149  0.41
H38 -15.99084 -11.02940 9.59146  0.49
H39 -16.37265 -8.72579 9.64801  0.13
H40 -13.36788 -7.48635 10.44790  0.56
H41 -12.03022 -7.11812 8.58021  0.51
H42 -12.42372 -5.19875 7.08205  0.46
H43 -14.39196 -3.88548 7.38110  0.53
H44 -15.89540 -4.26279 9.36682  0.37
H45 -17.03294 -6.91918 7.08278  0.45
H46 -16.66161 -9.13084 6.15890  0.52
H47 -18.15191 -10.97668 6.72704  0.42
H48 -19.69576 -10.73950 8.63132  0.46
H49 -19.70610 -8.54449 9.88239  0.20
H50 -20.20853 -6.90633 11.49627  0.56
H51 -22.78457 -6.98061 11.29629  0.40
H52 -23.87098 -5.88339 9.29439  0.25
H53 -22.49023 -4.88397 7.61415  0.40
H54 -20.04848 -4.67816 7.89707  0.38